Record 1
This record from the OMol25 dataset describes C2H4BrCl3Si in the gas phase. The level of theory is the ωB97M-V functional and the def2-TZVPD basis.

## Properties
HOMO energy ... -10.21 eV
F_max ... 2.96 eV/A
SMILES ... C[C@H](Br)[Si](Cl)(Cl)Cl
ΔE to the lowest compared entry with this formula, charge and spin ... 0.0 kJ/mol
DFT total energy ... -117630.507 eV

XYZ file:
```
11
Properties=species:S:1:pos:R:3:forces:R:3
C -1.0882 0.3032 -0.8501 -1.499 -1.103 1.905
C -0.4135 0.2987 0.5402 0.646 2.061 -1.324
Br -0.0274 2.2709 0.9186 -0.180 -1.002 0.098
Si 1.2172 -0.6788 0.5700 -0.321 2.006 -2.156
Cl 1.5619 -0.8858 -1.4862 0.657 -0.223 0.599
Cl 0.8557 -2.4830 1.2206 -0.090 -1.580 0.971
Cl 2.7920 0.3352 1.3376 -0.076 -0.420 0.229
H -0.4137 0.5619 -1.5859 1.363 0.235 -1.564
H -1.4368 -0.7543 -0.9475 -0.013 0.847 -0.563
H -1.9080 1.0344 -0.9592 0.068 -0.573 0.612
H -1.1393 -0.0024 1.2420 -0.554 -0.248 1.192
```
Forces are in eV/Å.

Charges per atom according to Mulliken partitioning, unit e: atom 1 (C): -1.420, atom 2 (C): -0.163, atom 3 (Br): -0.185, atom 4 (Si): 0.763, atom 5 (Cl): -0.278, atom 6 (Cl): -0.186, atom 7 (Cl): -0.187, atom 8 (H): 0.476, atom 9 (H): 0.339, atom 10 (H): 0.379, atom 11 (H): 0.462

Record 2
This record from the OMol25 dataset describes 2 unconnected molecules or ions with the total composition C5H15N2. The level of theory is the ωB97M-V functional and the def2-TZVPD basis.

## Properties
HOMO energy ... -13.47 eV
F_max ... 3.01 eV/A
ΔE to the lowest compared entry with this formula, charge and spin ... 603.3 kJ/mol
Net charge ... +1
DFT total energy ... -8396.424 eV

XYZ file:
```
22
Properties=species:S:1:pos:R:3:forces:R:3
N 1.3889 0.9155 -0.7611 -0.433 -1.546 -0.368
C 1.5779 -0.2805 -0.0028 -0.003 0.864 0.654
C 2.5873 -0.0418 1.1399 -0.255 -0.491 1.012
C 0.0861 -0.5230 0.5706 2.364 -1.599 0.963
N -0.8497 -0.4955 -0.4144 -1.715 1.975 0.424
C -2.2338 -0.7234 -0.0756 0.235 -2.115 0.423
C -2.7902 0.5992 0.4982 0.037 1.380 0.184
H 2.1515 1.5587 -0.9003 -0.364 0.099 -0.171
H 0.7658 1.5715 -5.4532 -0.099 -0.165 0.210
H 0.5006 1.1195 -4.9175 0.099 0.163 -0.204
H 1.8594 -1.2562 -0.4927 -0.425 0.908 -0.168
H 2.5390 -0.8624 1.9177 -0.101 0.887 -0.789
H 2.4108 0.9332 1.6127 -0.307 -0.274 0.109
H 3.6421 0.0158 0.8618 -0.222 -0.299 -0.600
H 0.1063 -1.4567 1.1892 -0.904 0.366 0.042
H 0.0932 0.3229 1.3256 -0.435 -0.628 -0.700
H 0.4784 0.9563 -1.2260 1.180 0.432 -0.484
H -2.8854 -0.9955 -0.9049 0.623 0.088 -0.493
H -2.3371 -1.5424 0.6720 0.228 0.597 -0.014
H -3.1820 1.2476 -0.2822 0.508 0.003 -0.329
H -1.9871 1.1105 1.0291 -0.376 0.161 0.131
H -3.6647 0.4969 1.1452 0.365 -0.808 0.169
```
Forces are in eV/Å.

Charges per atom according to Mulliken partitioning, unit e: atom 1 (N): -0.395, atom 2 (C): 0.569, atom 3 (C): -1.430, atom 4 (C): -0.625, atom 5 (N): -0.061, atom 6 (C): -0.223, atom 7 (C): -0.920, atom 8 (H): 0.207, atom 9 (H): 0.105, atom 10 (H): -0.104, atom 11 (H): 0.206, atom 12 (H): 0.324, atom 13 (H): 0.445, atom 14 (H): 0.383, atom 15 (H): 0.441, atom 16 (H): 0.279, atom 17 (H): 0.210, atom 18 (H): 0.328, atom 19 (H): 0.304, atom 20 (H): 0.312, atom 21 (H): 0.300, atom 22 (H): 0.348

Record 3
This record from the OMol25 dataset describes C6H15N in the gas phase. The level of theory is the ωB97M-V functional and the def2-TZVPD basis.

## Properties
HOMO energy ... -8.31 eV
F_max ... 4.52 eV/A
SMILES ... CCC[C@@H](C)NC
ΔE to the lowest compared entry with this formula, charge and spin ... 328.7 kJ/mol
DFT total energy ... -7952.359 eV

XYZ file:
```
22
Properties=species:S:1:pos:R:3:forces:R:3
C 0.4510 -0.1336 2.7490 2.786 -2.003 1.430
C 0.6615 0.5456 1.4686 -0.757 4.352 0.956
C 0.8193 -0.2984 0.2523 -0.163 2.688 -0.446
C 0.0538 0.5728 -0.8030 0.073 0.059 -2.450
C 0.7471 0.7450 -2.2379 -2.576 2.389 1.866
N -1.2906 0.1230 -1.0457 -2.081 -1.193 -0.193
C -1.6812 -1.4031 -1.1769 0.932 3.225 1.291
H 0.0946 0.7006 3.3970 0.280 -1.605 0.537
H -0.0634 -1.1582 2.7451 -0.165 1.900 -0.042
H 1.5286 -0.4692 2.9099 -1.170 0.244 1.333
H -0.2568 1.2610 1.5709 1.086 -0.981 -1.845
H 1.5150 1.3260 1.5744 -1.153 -1.272 -0.066
H 1.8548 -0.3071 -0.0956 0.028 -0.726 0.478
H 0.4183 -1.2037 0.6894 -0.137 -0.931 -1.622
H -0.0661 1.6625 -0.4728 0.366 -1.667 0.052
H 1.7156 1.1876 -1.9930 0.281 -0.585 -1.061
H 0.5552 -0.1576 -2.7282 1.109 -1.650 -0.985
H 0.0536 1.4647 -2.8570 1.536 -0.899 1.422
H -1.8291 0.5642 -0.3223 -0.771 -0.297 0.151
H -2.7088 -1.4480 -1.5762 0.581 0.016 0.240
H -0.9586 -1.7479 -1.9095 -0.097 -0.745 0.239
H -1.6138 -1.8261 -0.1384 0.012 -0.318 -1.286
```
Forces are in eV/Å.

Charges per atom according to Mulliken partitioning, unit e: atom 1 (C): -1.254, atom 2 (C): -0.230, atom 3 (C): -0.516, atom 4 (C): -0.127, atom 5 (C): -1.308, atom 6 (N): -0.409, atom 7 (C): -0.717, atom 8 (H): 0.338, atom 9 (H): 0.281, atom 10 (H): 0.287, atom 11 (H): 0.249, atom 12 (H): 0.259, atom 13 (H): 0.244, atom 14 (H): 0.353, atom 15 (H): 0.414, atom 16 (H): 0.425, atom 17 (H): 0.319, atom 18 (H): 0.303, atom 19 (H): 0.286, atom 20 (H): 0.296, atom 21 (H): 0.270, atom 22 (H): 0.237

Record 4
This record from the OMol25 dataset describes C19H15NO6 in the gas phase. The level of theory is the ωB97M-V functional and the def2-TZVPD basis.

## Properties
HOMO energy ... -8.71 eV
F_max ... 1.37 eV/A
SMILES ... COC(=O)c1cc(NC(=O)c2cc3ccccc3o2)cc(C(=O)OC)c1
ΔE to the lowest compared entry with this formula, charge and spin ... 140.3 kJ/mol
DFT total energy ... -33722.546 eV

XYZ file:
```
41
Properties=species:S:1:pos:R:3:forces:R:3
C -4.9128 -0.3022 -2.9937 -0.327 0.082 -0.259
O -3.6737 -0.0149 -2.3630 0.340 -0.031 0.237
C -3.1154 1.1624 -2.6879 -0.232 0.078 -0.195
O -3.6191 1.9367 -3.4622 0.046 -0.071 0.072
C -1.8246 1.3933 -1.9910 0.312 0.021 0.188
C -1.2979 0.4585 -1.1084 0.060 0.177 -0.064
C -0.0840 0.7002 -0.4669 -0.084 0.502 -0.345
N 0.3898 -0.2740 0.4050 -0.098 -0.495 0.223
C 1.5375 -0.2760 1.1526 -0.393 -0.006 -0.251
O 2.3654 0.6082 1.1768 0.081 -0.040 0.075
C 1.6778 -1.5024 1.9573 1.072 -0.211 0.820
C 2.6830 -1.8477 2.8117 -0.572 0.435 -0.625
C 2.3416 -3.1272 3.3346 -0.643 -0.313 -0.235
C 2.9312 -4.0149 4.2346 -0.079 0.064 -0.089
C 2.2794 -5.1982 4.4997 0.105 -0.071 0.110
C 1.0613 -5.5125 3.8910 -0.044 0.026 -0.044
C 0.4558 -4.6528 2.9970 -0.139 0.199 -0.206
C 1.1115 -3.4612 2.7295 0.757 -0.326 0.681
O 0.7129 -2.4727 1.8951 -0.287 0.096 -0.243
C 0.5986 1.8880 -0.7180 0.092 0.110 -0.005
C 0.0659 2.8207 -1.6028 -0.308 -0.320 -0.012
C 0.8326 4.0747 -1.8378 0.222 0.163 0.047
O 1.8870 4.3373 -1.3178 -0.069 -0.032 -0.026
O 0.2159 4.8927 -2.7017 -0.293 -0.284 -0.022
C 0.8836 6.1138 -2.9799 0.316 0.280 0.041
C -1.1436 2.5801 -2.2419 0.000 -0.049 0.030
H -5.6547 0.4561 -2.7351 0.042 -0.088 -0.029
H -4.7917 -0.3168 -4.0788 -0.037 -0.018 0.094
H -5.2209 -1.2790 -2.6297 0.031 0.049 -0.008
H -1.8375 -0.4583 -0.9232 -0.043 -0.088 0.024
H -0.1983 -1.0925 0.4997 0.157 0.128 0.027
H 3.5480 -1.2562 3.0296 0.161 0.203 -0.014
H 3.8714 -3.7725 4.7046 0.101 -0.003 0.067
H 2.7133 -5.9035 5.1923 0.043 -0.052 0.058
H 0.5834 -6.4511 4.1267 -0.054 -0.072 0.007
H -0.4838 -4.8902 2.5246 -0.109 -0.047 -0.044
H 1.5395 2.0963 -0.2330 -0.021 -0.006 -0.010
H 1.0184 6.6903 -2.0623 -0.011 -0.025 -0.097
H 1.8652 5.9187 -3.4170 -0.086 0.043 0.025
H 0.2521 6.6523 -3.6817 0.020 -0.041 0.035
H -1.5640 3.2966 -2.9288 -0.030 0.032 -0.037
```
Forces are in eV/Å.

Charges per atom according to Mulliken partitioning, unit e: atom 1 (C): -0.678, atom 2 (O): -0.289, atom 3 (C): 0.510, atom 4 (O): -0.604, atom 5 (C): 0.037, atom 6 (C): -0.746, atom 7 (C): 0.921, atom 8 (N): 0.009, atom 9 (C): 0.329, atom 10 (O): -0.703, atom 11 (C): 0.709, atom 12 (C): -1.255, atom 13 (C): 1.201, atom 14 (C): -0.694, atom 15 (C): -0.541, atom 16 (C): -0.384, atom 17 (C): -0.940, atom 18 (C): 0.204, atom 19 (O): -0.425, atom 20 (C): -0.868, atom 21 (C): 0.149, atom 22 (C): 0.574, atom 23 (O): -0.610, atom 24 (O): -0.277, atom 25 (C): -0.693, atom 26 (C): -0.947, atom 27 (H): 0.295, atom 28 (H): 0.295, atom 29 (H): 0.235, atom 30 (H): 0.593, atom 31 (H): 0.215, atom 32 (H): 0.541, atom 33 (H): 0.422, atom 34 (H): 0.382, atom 35 (H): 0.384, atom 36 (H): 0.428, atom 37 (H): 0.760, atom 38 (H): 0.301, atom 39 (H): 0.301, atom 40 (H): 0.229, atom 41 (H): 0.631

Q: Among the records above, which one has the lowest HOMO energy?
A: C5H15N2